158
Properties=species:S:1:pos:R:3 method="wB97M-V/def2-TZVPD" charge=0 gap_ev=8.33 homo_ev=-8.31 mol_weight_da=946.43
C 7.17922 2.67551 2.40205
C 6.37182 2.04202 1.22578
C 7.12103 0.84365 0.62386
C 6.32111 0.01888 -0.44169
C 4.84200 0.43123 -0.62397
C 4.27833 -0.32142 -1.88391
C 3.16882 -1.36437 -1.52727
C 1.95787 -1.16950 -2.46344
C 1.21384 0.15596 -2.18782
C 0.01508 0.25765 -3.13998
N -1.02655 1.16773 -2.64690
C -2.30414 0.89652 -3.32394
C -3.21342 -0.10149 -2.52259
O -4.53923 0.36055 -2.47298
C -5.40341 -0.48682 -1.75416
C -5.06075 -0.55151 -0.22886
C -4.44798 -1.87209 0.29423
C -5.46990 -2.75232 1.01698
C -6.81208 -2.80115 0.69737
C -7.69262 -3.60672 1.37576
C -7.26215 -4.37240 2.43505
C -5.93296 -4.30822 2.78987
C -5.05485 -3.52718 2.08139
P -5.64335 -2.13338 -2.63135
S -6.26040 -1.75316 -4.46123
C -3.02234 2.20598 -3.70732
C -3.01716 3.27786 -2.59268
C -3.61368 4.55529 -3.22256
O -3.82988 2.91599 -1.48527
C -3.16669 2.95201 -0.23707
C -4.03545 3.70527 0.78293
C -4.90634 4.68748 0.39061
C -5.64908 5.38234 1.32416
C -5.49296 5.07507 2.65107
C -4.63171 4.08301 3.05237
C -3.89557 3.39280 2.11728
H 7.66602 1.88572 2.98092
H 6.45614 3.19288 3.04382
H 7.87587 3.42827 2.02502
H 5.39638 1.77400 1.63588
H 6.30080 2.81190 0.45352
H 8.04066 1.19698 0.14267
H 7.40697 0.14536 1.42095
H 6.80452 0.06411 -1.42284
H 6.30962 -1.02938 -0.11790
H 4.72003 1.50491 -0.78673
H 4.26226 0.08504 0.23766
H 5.10584 -0.86327 -2.35713
H 3.91784 0.38782 -2.63913
H 3.59279 -2.36289 -1.63228
H 2.84258 -1.23774 -0.48499
H 1.28094 -2.02966 -2.37108
H 2.32923 -1.18862 -3.49995
H 1.94833 0.94926 -2.34290
H 0.90349 0.11963 -1.13428
H -0.36435 -0.76341 -3.30583
H 0.37214 0.66624 -4.09460
H -1.12480 1.10558 -1.64004
H -2.03838 0.40378 -4.26570
H -3.11635 -1.06717 -3.04397
H -2.73594 -0.23391 -1.53715
H -6.38303 0.00076 -1.82701
H -5.91322 -0.24520 0.38232
H -4.30689 0.22847 -0.06935
H -3.73511 -1.59738 1.08376
H -3.86814 -2.42505 -0.45198
H -7.22521 -2.19705 -0.10610
H -8.74539 -3.64419 1.08312
H -7.99549 -4.99336 2.93882
H -5.56884 -4.87917 3.63959
H -4.01147 -3.50186 2.38989
H -4.40556 -2.79680 -2.74279
H -6.63800 -2.91341 -2.02124
H -4.01849 2.05315 -4.13158
H -2.42583 2.65678 -4.51458
H -1.96202 3.44676 -2.35288
H -3.65080 5.34826 -2.46459
H -3.05595 4.87382 -4.10560
H -4.66145 4.36583 -3.48598
H -3.10004 1.92260 0.14640
H -2.20184 3.47103 -0.26269
H -4.98834 4.92490 -0.66458
H -6.31232 6.17406 0.99332
H -6.05753 5.62447 3.39982
H -4.51570 3.87489 4.11163
H -3.19938 2.61909 2.43326
C 2.75567 -5.51308 2.33776
C 2.57261 -4.00431 2.24213
C 1.52324 -3.59465 1.20283
C 1.92445 -4.04718 -0.13463
N 2.25148 -4.37168 -1.18842
H 3.11837 -5.93259 1.39756
H 3.48730 -5.75518 3.10792
H 1.81591 -6.00724 2.59465
H 3.53223 -3.54345 1.99728
H 2.27326 -3.61961 3.21821
H 1.41904 -2.50832 1.18227
H 0.54948 -4.02283 1.44723
C -11.03591 -4.29143 -2.72136
C -10.44643 -5.66306 -2.41170
C -11.17574 -6.38439 -1.27197
C -11.09281 -5.60073 -0.03144
N -11.01720 -4.98455 0.94349
H -10.95066 -3.61684 -1.86778
H -10.50608 -3.82959 -3.55468
H -12.09086 -4.36963 -2.99231
H -9.39070 -5.54875 -2.15648
H -10.49377 -6.28361 -3.30834
H -10.72811 -7.36303 -1.09681
H -12.22681 -6.53402 -1.52328
C 4.30383 -3.03308 -5.32316
C 4.60142 -2.00329 -6.40545
C 6.09666 -1.88470 -6.70425
C 6.81235 -1.46715 -5.48884
N 7.37204 -1.13590 -4.53408
H 4.76439 -2.75507 -4.37347
H 3.22842 -3.10251 -5.15655
H 4.66705 -4.02295 -5.60617
H 4.21331 -1.03096 -6.09276
H 4.07256 -2.27863 -7.32022
H 6.27289 -1.14779 -7.48836
H 6.49926 -2.84012 -7.04361
C 4.35010 5.97536 -2.69849
C 3.97036 4.52496 -2.97519
C 2.93780 3.97882 -1.98348
C 3.46720 4.02046 -0.61314
N 3.89280 4.04667 0.46121
H 4.82010 6.08618 -1.72004
H 5.06252 6.33052 -3.44340
H 3.47244 6.62433 -2.73298
H 4.87081 3.90727 -2.94409
H 3.56359 4.44765 -3.98539
H 2.68826 2.94666 -2.22887
H 2.01916 4.56648 -2.02342
C 5.64510 -0.78314 5.71600
C 4.17183 -0.62870 5.36365
C 3.26719 -1.61417 6.11534
C 3.63985 -2.99546 5.77895
N 3.92798 -4.07440 5.48083
H 6.02105 -1.77196 5.44122
H 6.24018 -0.04995 5.18262
H 5.80855 -0.63769 6.78300
H 4.04447 -0.76661 4.28680
H 3.85581 0.39097 5.59608
H 2.22361 -1.45591 5.83957
H 3.35566 -1.47510 7.19378
C 3.62564 4.12355 7.56805
C 4.85765 4.93594 7.18498
C 5.60017 4.35780 5.97562
C 6.06699 2.99359 6.26147
N 6.43409 1.92040 6.48614
H 3.89300 3.10821 7.86600
H 3.11259 4.58537 8.41188
H 2.92125 4.06307 6.73555
H 5.53342 4.98557 8.04115
H 4.55481 5.95934 6.95619
H 6.46327 4.97675 5.72972
H 4.94601 4.32941 5.10256